DFT (ωB97M-V with the def2-TZVPD basis set) results for an isolated ion of composition C3H5N2O2S and charge -1 in a non-equilibrium geometry.

Output
E_LUMO = 3.70 eV
molar mass = 133.15 u
total charge = -1
energy relative to the best compared isomer or geometry (same formula, charge and spin) = 660.40 kJ/mol

Element x y z (Å)
C  0.487  -0.173  -0.217
C  0.174  0.757  0.903
C  -1.618  -0.947  -0.810
N  -1.483  -1.693  1.294
N  -0.548  -0.404  -1.169
O  -0.414  0.115  -2.373
O  -2.481  -2.168  1.760
S  -1.044  0.061  2.014
H  1.350  0.166  -0.853
H  0.808  -1.102  0.251
H  1.028  0.945  1.532
H  0.041  1.798  0.436
H  -2.318  -1.260  -1.503

Atom charges from the Mulliken analysis, given in e for atoms 1 to 2:
1. C -0.94
2. C -0.46